# 1
Molecular formula: C30H17N3O11V
Method: DFT, ωB97M-V/def2-TZVPD

Output
* LUMO: 0.29 eV
* orbital gap: 6.294 eV
* total charge: -1
* energy: -84064.078 eV
* ΔE to the lowest compared entry with this formula, charge and spin: 50.6 kJ/mol
* maximum force: 1.42 eV Å⁻¹
* E_HOMO: -6.00 eV

Last column: Löwdin charge in e.
Positions of all 62 atoms, in Å:
V -0.00400 -0.07915 0.00120  1.08
O -2.40333 -0.08565 3.11053  0.12
C -1.38736 0.34666 2.61047  -0.50
O -0.82273 -0.26845 1.56211  -0.18
C -0.59239 1.52276 2.99997  -0.03
C -0.96050 2.12797 4.19866  0.09
C -0.26511 3.22909 4.67063  -0.14
C 0.83613 3.71960 3.98501  0.09
C 1.20617 3.11956 2.80834  -0.03
C 0.47888 2.03456 2.19131  -0.22
O 0.73010 1.66804 1.01215  -0.08
N 2.40890 3.65556 2.19697  -0.34
O 2.72779 4.78086 2.51546  0.07
O 3.03551 2.94894 1.44143  0.11
N -0.66338 3.86882 5.90203  -0.37
O -1.65887 3.45420 6.46089  0.07
O 0.02081 4.79335 6.29706  0.07
H -1.79323 1.72285 4.75617  0.14
H 1.40812 4.55389 4.37214  0.13
O -1.45156 -6.90067 -0.40138  -0.02
C -1.39516 -6.17010 -1.38830  -0.73
O -1.54187 -6.41501 -2.58256  -0.01
C -1.18815 -4.66430 -1.07215  -0.07
C -1.70368 -4.09072 0.07690  0.03
C -1.49754 -2.74452 0.34080  -0.07
N -0.78641 -1.96924 -0.46218  0.02
C -0.29741 -2.50111 -1.58584  -0.15
C -0.48639 -3.82602 -1.94185  0.09
C 0.47752 -1.50716 -2.39751  -0.45
O 0.97539 -1.65891 -3.48991  0.14
O 0.52187 -0.34796 -1.72388  -0.14
H -2.24211 -4.71662 0.77019  0.12
H -1.89312 -2.25684 1.22799  0.12
H -0.11116 -4.21243 -2.87741  0.14
C 5.43788 0.94618 -1.21542  -0.08
C 4.23798 1.66015 -1.37078  -0.06
C 3.08354 1.20889 -0.79834  -0.04
C 3.07188 0.01610 -0.04398  -0.15
C 1.90148 -0.51302 0.54349  -0.10
C 1.94280 -1.64050 1.29684  -0.07
C 3.15835 -2.34216 1.47975  -0.06
C 4.29745 -1.87864 0.89736  -0.03
C 4.28189 -0.69157 0.12986  -0.16
C 5.45965 -0.20059 -0.47625  -0.03
H 6.34396 1.31425 -1.67364  0.10
H 4.23275 2.58261 -1.93088  0.11
H 2.17888 1.79092 -0.87226  0.09
H 1.04409 -2.03618 1.76316  0.11
H 3.16250 -3.24729 2.06735  0.11
H 5.22917 -2.41151 1.00632  0.11
H 6.37623 -0.75296 -0.34174  0.11
C -2.57925 3.65958 -1.58009  -0.09
C -3.08688 2.81892 -0.60850  -0.07
C -2.33259 1.74577 -0.14369  -0.07
C -1.07370 1.51895 -0.66648  -0.16
C -0.57185 2.34526 -1.65694  -0.08
C -1.32323 3.41558 -2.10769  -0.08
H -3.15863 4.49996 -1.92856  0.10
H -4.07122 2.99062 -0.19951  0.10
H -2.75867 1.09765 0.61360  0.10
H 0.39967 2.14730 -2.09518  0.10
H -0.92671 4.05692 -2.88224  0.10

# 2
Molecular formula: C16H40ClGdO2P2Si2
Method: DFT, ωB97M-V/def2-TZVPD

Output
* LUMO (spin up / spin down): -7.51 / -8.35 eV
* orbital gap (spin up / spin down): 4.602 / 6.355 eV
* spin multiplicity: 8
* expectation value of S²: 15.79
* total charge: +2
* energy: -89008.591 eV
* maximum force: 7.19 eV Å⁻¹
* E_HOMO (spin up / spin down): -12.11 / -14.70 eV

Last column: Mulliken spin population.
Positions of all 64 atoms, in Å:
C -0.28295 0.21556 -3.47852  0.00
C 0.77274 0.41830 -2.60939  -0.01
H -0.05516 -0.59407 -4.20602  0.00
H -0.49474 1.17570 -4.01079  0.00
H -1.17279 -0.05657 -2.85625  0.00
O 1.69294 0.47287 -1.88663  0.01
Cl -2.23605 -0.16318 -0.71124  0.01
Gd -0.86683 -0.05401 1.58804  6.31
P -0.17900 2.32536 -0.01865  -0.06
C 1.30024 3.34349 0.32431  0.02
C -0.66410 3.07656 -1.61096  0.02
H -0.85951 4.14262 -1.42670  0.00
H -1.50248 4.15738 0.78724  0.01
H -1.57296 2.59396 -1.98556  0.00
H -2.46625 2.66303 0.77501  -0.01
H 2.08019 3.07686 -0.40443  0.00
H 0.13122 2.98164 -2.35878  0.00
C -1.48736 3.09000 1.03429  0.12
H 1.03815 4.40715 0.21626  0.00
H -1.32781 2.97613 2.11662  -0.07
H 1.68165 3.15147 1.33483  -0.01
P -0.01374 -2.47092 0.25134  -0.05
C 1.49545 -3.39751 0.72447  0.01
C -1.37291 -3.65943 0.63208  0.01
H -0.86328 -2.36141 -2.01723  0.00
H 0.08602 -3.84899 -1.72529  0.00
H 0.91889 -2.29169 -2.01616  0.00
C 0.04424 -2.76336 -1.55563  0.02
H -2.31588 -3.23488 0.26545  0.00
H -1.20140 -4.60708 0.10577  0.00
H 1.37767 -4.45370 0.43404  0.00
H 1.67541 -3.33098 1.80572  0.00
H -1.46627 -3.85978 1.70437  -0.01
H 2.36214 -2.96347 0.20215  0.00
C 1.53760 -0.05567 0.92716  0.07
O 2.68523 -0.08495 0.76675  0.03
C -2.51460 -1.53568 3.57747  0.06
Si -0.83850 -1.52152 4.47081  -0.07
C -1.20684 -1.50432 6.30655  0.05
C 0.05091 -3.14078 4.16189  0.02
C 0.14704 -0.12560 3.78135  0.55
Si 0.21952 1.41666 4.80870  -0.07
C 1.31095 1.15378 6.32863  0.07
C 0.97021 2.84698 3.85402  0.07
C -1.48268 2.00636 5.39486  0.01
H -3.13660 -2.32273 4.03538  0.00
H -2.48158 -1.78254 2.49440  -0.04
H -3.05700 -0.58547 3.71368  0.00
H -1.76278 -2.42528 6.53933  0.01
H -0.29494 -1.51437 6.91724  0.00
H -1.82145 -0.66258 6.64668  0.00
H -0.40565 -3.92112 4.78748  0.00
H -0.00076 -3.47723 3.12155  -0.01
H 1.11120 -3.07125 4.44098  0.00
H 1.19454 -0.47461 3.70291  -0.06
H 2.35863 1.36702 6.07136  0.00
H 1.03044 1.84160 7.13903  0.01
H 1.27592 0.13307 6.72947  0.00
H 0.31458 3.27306 3.08818  -0.02
H 1.20336 3.66498 4.55373  0.00
H 1.90698 2.55318 3.36919  -0.01
H -1.89846 2.72545 4.67446  0.00
H -2.22799 1.21441 5.54212  0.00
H -1.37047 2.53890 6.35216  0.00

# 3
Molecular formula: C20H22CrNO7S2
Method: DFT, ωB97M-V/def2-TZVPD

Output
* LUMO (spin up / spin down): -0.48 / -0.48 eV
* orbital gap (spin up / spin down): 7.301 / 7.368 eV
* spin multiplicity: 2
* expectation value of S²: 0.90
* total charge: 0
* energy: -87013.644 eV
* maximum force: 0.93 eV Å⁻¹
* E_HOMO (spin up / spin down): -7.78 / -7.85 eV

Last column: Mulliken spin population.
Positions of all 53 atoms, in Å:
Cr -1.41034 0.35318 -0.38339  1.02
O -4.28901 -2.15887 -0.39840  0.01
C -3.78852 -1.06202 -0.25074  -0.01
O -3.15303 -0.34934 -1.13900  0.00
C -3.79295 -0.34327 1.09158  0.02
C -4.74750 -0.28841 2.08324  0.00
C -4.60182 0.70764 3.05140  0.01
C -3.57372 1.64520 2.96972  -0.01
C -2.66506 1.50211 1.94090  0.02
N -2.76085 0.47416 1.12533  -0.04
C -1.66071 2.51862 1.39310  0.00
O -1.25970 3.43330 2.07862  0.01
O -1.36922 2.27144 0.14214  -0.02
H -2.78463 -3.13134 -1.04187  0.00
H -5.59382 -0.96102 2.06241  0.00
H -5.34049 0.79593 3.83878  0.00
H -3.50145 2.49251 3.63800  0.00
O -2.06159 -3.29007 -1.68495  0.00
C -1.14996 -2.35091 -1.52849  0.00
O -1.10554 -1.69010 -0.48907  0.00
C -0.20468 -2.18903 -2.64566  0.01
C 0.17292 -3.33592 -3.35113  0.00
C 1.10278 -3.26389 -4.36615  0.00
C 1.63837 -2.01981 -4.69320  0.00
C 1.24260 -0.88008 -4.02212  0.00
C 0.30360 -0.92461 -2.98173  0.00
S -0.17009 0.63349 -2.31299  -0.01
H -0.26924 -4.28656 -3.08082  0.00
H 1.40265 -4.15519 -4.90110  0.00
H 2.36664 -1.93774 -5.49201  0.00
H 1.64383 0.08587 -4.30470  0.00
C 3.01690 -0.90136 -0.26728  0.00
C 3.35732 -0.62731 1.19872  0.00
C 2.18707 -0.80593 2.15583  0.00
S 0.85301 0.36462 2.15634  0.01
O 0.24027 0.22696 0.76897  0.00
C 1.67886 1.94707 2.11427  0.00
C 1.98956 2.45325 0.70841  0.00
C 2.36869 3.93113 0.75604  0.00
H 3.86142 -0.64242 -0.90802  0.00
H 2.14375 -0.33537 -0.61002  0.00
H 2.79499 -1.96051 -0.42158  0.00
H 3.78944 0.36861 1.31591  0.00
H 4.12575 -1.32408 1.54083  0.00
H 2.49895 -0.82751 3.20405  0.00
H 1.65282 -1.73976 1.95132  0.00
H 2.56428 1.83791 2.74981  0.00
H 0.98002 2.62356 2.60957  0.00
H 1.10423 2.31924 0.08564  0.00
H 2.78984 1.86620 0.25674  0.00
H 1.55185 4.52160 1.17718  0.00
H 2.56731 4.30619 -0.24903  0.00
H 3.26419 4.10260 1.35857  0.00

# 4
Molecular formula: C5H12O
Method: DFT, ωB97M-V/def2-TZVPD

Output
* LUMO: 1.04 eV
* orbital gap: 11.203 eV
* total charge: 0
* energy: -7426.398 eV
* ΔE to the lowest compared entry with this formula, charge and spin: 88.1 kJ/mol
* maximum force: 2.41 eV Å⁻¹
* E_HOMO: -10.16 eV

Last column: Löwdin charge in e.
Positions of all 18 atoms, in Å:
C 0.19795 0.30252 2.65566  -0.15
C -0.48850 0.49310 1.32800  -0.31
C 0.32948 -0.08110 0.15305  -0.22
C -0.61574 -0.06177 -1.10422  -0.20
C -0.08056 -0.76240 -2.35439  -0.25
H 0.43491 -0.74486 2.81218  0.06
H -0.37942 0.70437 3.51227  0.07
H 1.13702 0.94854 2.73440  0.09
H -0.71628 1.60533 1.13630  0.13
H -1.39132 -0.18772 1.34090  0.12
H 1.29585 0.47507 -0.08106  0.12
H 0.73519 -1.07024 0.52771  0.12
H -0.84180 0.97791 -1.27472  0.10
H -1.57162 -0.49203 -0.87721  0.09
H 0.05202 -1.84809 -2.20165  0.12
H -0.71660 -0.54307 -3.22618  0.11
H 1.32942 0.62705 -2.56830  0.09
O 1.28999 -0.34263 -2.51274  -0.11